Entry 1:
ORCA calculation (ωB97M-V with the def2-TZVPD basis set) on C7H13NO in the gas phase in a non-equilibrium geometry.

Values from the calculation:
E_LUMO (eV): 0.809
SMILES: CC(C)(C=O)[C@]1(C)CN1
HOMO-LUMO gap (eV): 8.8983
ΔE to the lowest compared entry with this formula, charge and spin (kJ/mol): 337.7
Total charge: 0
HOMO level (eV): -8.09

Positions of all 22 atoms, in Å:
C 0.099069 1.880409 0.641695
C 0.092723 0.643814 -0.246798
C 0.799895 0.911366 -1.568826
C -1.454730 0.158238 -0.459271
O -2.370837 0.913895 -0.150350
C 0.412538 -0.646331 0.411993
C 0.990745 -1.764373 -0.402092
C -1.063927 -1.187226 1.181560
N 0.269338 -0.895575 1.790377
H -0.418056 1.731014 1.588199
H -0.454090 2.671103 0.136743
H 1.122253 2.203320 0.841486
H 1.866804 1.084408 -1.412721
H 0.376458 1.808989 -2.019869
H 0.685344 0.094379 -2.278830
H -1.504378 -0.531191 -1.320282
H 1.057561 -2.667754 0.198553
H 1.983577 -1.477533 -0.752322
H 0.382296 -1.965180 -1.285753
H -1.861098 -0.674074 1.705422
H -1.240482 -2.251350 1.066325
H 0.228997 -0.040345 2.334763

Atoms 1-2, force components in eV/Å:
C 0.0 -0.2 -0.1
C -1.8 0.2 -0.3



Entry 2:
ORCA calculation (ωB97M-V with the def2-TZVPD basis set) on C7H13NO4S2 in the gas phase in a non-equilibrium geometry.

Values from the calculation:
E_LUMO (eV): 0.528
SMILES: C=CS(=O)(=O)OCCO[S@](=C)(=N)C=C
HOMO-LUMO gap (eV): 8.8196
ΔE to the lowest compared entry with this formula, charge and spin (kJ/mol): 354.7
Total charge: 0
HOMO level (eV): -8.29

Positions of all 27 atoms, in Å:
C 1.965990 -2.505680 0.691197
C 2.093515 -1.236180 0.960464
S 2.267713 0.005290 -0.371895
O 3.601748 -0.123696 -0.878035
O 1.218849 -0.033244 -1.388538
O 2.101664 1.418213 0.418081
C 1.079188 2.325820 0.082808
C -0.198395 1.968447 0.873058
O -0.570988 0.654303 0.586023
S -1.770111 0.344355 -0.592394
C -1.683751 0.893413 -2.125074
N -3.215061 0.507351 -0.043963
C -1.251925 -1.474742 -0.412521
C -1.775060 -2.157121 0.572895
H 1.794028 -3.367401 1.394799
H 1.836993 -2.697573 -0.420722
H 1.953432 -0.823177 1.889027
H 1.353057 3.427192 0.323340
H 1.031973 2.146329 -0.975073
H -0.947827 2.602819 0.670797
H 0.093548 2.019334 1.956203
H -2.278083 1.736916 -2.386778
H -0.683558 0.912707 -2.425929
H -3.670189 -0.097673 0.621426
H -0.511045 -1.624230 -1.189968
H -1.484003 -3.207603 0.798550
H -2.351701 -1.614173 1.372211

Atoms 1-2, force components in eV/Å:
C -0.9 -1.5 -2.2
C -0.4 0.9 -1.5



Entry 3:
ORCA calculation (ωB97M-V with the def2-TZVPD basis set) on a 2-piece molecular cluster, C7H13NO4Si overall in a non-equilibrium geometry.

Values from the calculation:
E_LUMO (spin up / spin down) (eV): -0.672 / 0.432
HOMO-LUMO gap (spin up / spin down) (eV): 7.1823 / 8.3245
Total charge: 0
HOMO level (spin up / spin down) (eV): -7.85 / -7.89

Positions of all 26 atoms, in Å:
C -2.279023 -0.883877 -0.018179
C -3.254387 -1.282331 0.895600
C -3.044312 0.991232 1.206326
C -2.132999 0.557360 0.095115
C 2.782248 -0.545635 -3.337623
C 3.001957 1.309670 0.935253
C 1.638313 -2.389669 -0.244874
N -3.385287 2.145119 1.558603
O -3.685866 -0.158604 1.600026
O 2.335628 -0.177603 -2.144507
O 1.860927 0.516518 0.507126
O 0.648852 -1.502127 -0.688011
Si 1.279147 0.007636 -0.952292
H -1.673837 -1.527855 -0.561896
H -3.635417 -2.208790 1.206500
H -1.110342 0.891157 0.388688
H -2.397789 1.142727 -0.717206
H 3.596683 -0.022441 -3.789807
H -4.053711 2.118327 2.278007
H 2.406717 -1.449244 -3.751437
H 2.958493 2.314906 0.775847
H 4.010871 1.062684 0.483303
H 3.156886 1.228734 2.016584
H 2.559796 -2.157813 -0.804908
H 1.295382 -3.369885 -0.557782
H 1.753027 -2.248452 0.780672

Atoms 1-2, force components in eV/Å:
C -3.5 -1.6 2.9
C 3.4 3.4 -2.3



Entry 4:
ORCA calculation (ωB97M-V with the def2-TZVPD basis set) on C7H13NOPV as an isolated structure in a non-equilibrium geometry.

Values from the calculation:
E_LUMO (spin up / spin down) (eV): -0.828 / -0.954
HOMO-LUMO gap (spin up / spin down) (eV): 4.6040 / 4.4635
ΔE to the lowest compared entry with this formula, charge and spin (kJ/mol): 255.8
Spin multiplicity: 3
Total charge: 0
HOMO level (spin up / spin down) (eV): -5.43 / -5.42
⟨S²⟩: 2.107

Positions of all 24 atoms, in Å:
C -0.879409 0.438200 -2.721734
C -1.441837 1.737650 -2.977179
C -0.526269 2.694168 -2.440163
C 0.727893 2.040126 -2.191279
C 0.490556 0.635030 -2.251411
V -1.870266 -1.272393 0.507486
P -0.468190 -3.015422 -0.379885
H -1.376494 -0.521641 -2.837083
H -2.431156 1.967696 -3.370977
H -0.726081 3.760320 -2.319417
H 1.183332 -0.163211 -1.989969
H 1.659632 2.537474 -1.921261
H 0.862720 -3.031869 -0.913216
H -1.155366 -3.897103 -1.298126
H -0.287776 -3.875376 0.787151
C 0.411966 0.264266 3.942082
C 0.263617 -0.147544 2.511393
N 1.408588 -0.278073 1.817851
O -0.876194 -0.328049 1.991441
H 1.431728 0.132070 4.296571
H -0.258818 -0.306278 4.583062
H 0.168310 1.326966 4.047298
H 1.415636 -0.361570 0.807700
H 2.273887 -0.335428 2.319656

Atoms 1-2, force components in eV/Å:
C 0.8 0.7 0.5
C 0.6 -0.2 1.9



Entry 5:
ORCA calculation (ωB97M-V with the def2-TZVPD basis set) on a 2-piece molecular cluster, C7H13O2P overall in a non-equilibrium geometry.

Values from the calculation:
E_LUMO (eV): 0.085
HOMO-LUMO gap (eV): 7.7877
ΔE to the lowest compared entry with this formula, charge and spin (kJ/mol): 525.4
Total charge: 0
HOMO level (eV): -7.70

Positions of all 23 atoms, in Å:
C 0.221096 0.620546 -2.377860
C -0.903920 0.206623 -2.210356
C 0.082577 0.928490 0.685267
C -2.292286 0.235180 -2.099796
C -0.373866 2.461518 0.493888
C 1.476044 0.522457 0.552962
C 0.057333 -1.828644 2.509985
O -1.837883 -2.395468 0.690035
O -0.756884 0.071627 0.977039
P -0.506194 -1.817376 0.693180
H 1.269887 0.411344 -2.397021
H -2.702631 0.221072 -3.088767
H -2.849832 1.152683 -1.743236
H -2.741400 -0.600370 -1.452782
H 0.555489 3.044418 0.434058
H -0.905575 2.502893 1.528788
H -0.970827 2.582539 -0.336686
H 2.032397 1.281865 0.038757
H 1.380215 -0.342717 -0.019420
H 2.156455 0.430159 1.486760
H 1.010238 -1.353177 2.619549
H -0.857346 -1.456272 3.098616
H 0.254783 -2.813526 2.844303

Atoms 1-2, force components in eV/Å:
C 0.6 -1.6 0.2
C 1.7 2.0 0.2



Entry 6:
ORCA calculation (ωB97M-V with the def2-TZVPD basis set) on C7H13OP in the gas phase in a non-equilibrium geometry.

Values from the calculation:
E_LUMO (spin up / spin down) (eV): -1.235 / 0.112
HOMO-LUMO gap (spin up / spin down) (eV): 5.8131 / 8.1731
ΔE to the lowest compared entry with this formula, charge and spin (kJ/mol): 357.3
Total charge: 0
HOMO level (spin up / spin down) (eV): -7.05 / -8.06

Positions of all 22 atoms, in Å:
C -0.409851 -0.345084 -1.141371
C -0.826699 0.829023 -0.603716
C -0.575427 -1.580109 -0.290838
C 0.813348 -1.623305 0.143491
C -1.046563 2.129224 -1.233975
C 1.800487 -2.473769 -0.485184
C 0.318143 1.400228 1.983326
O -2.362538 1.769745 1.557307
P -1.323549 0.767982 1.278138
H -0.142278 -0.505915 -2.187434
H -1.300471 -1.162430 0.497761
H -0.936140 -2.484943 -0.711365
H 1.051456 -0.795026 0.654824
H -0.498195 2.876505 -0.508262
H -2.104229 2.453344 -1.247404
H -0.667726 2.342968 -2.231063
H 2.811246 -2.107752 -0.549188
H 1.329911 -2.936154 -1.303824
H 2.003622 -3.376802 0.122147
H 0.866921 0.834634 2.744255
H 1.049383 1.595589 1.134370
H 0.149149 2.392047 2.378005

Atoms 1-2, force components in eV/Å:
C -1.8 0.7 -0.3
C -0.2 -2.1 0.6



Number 1: total energy -404.39885 Ha, M 127.19 g/mol. Number 2: total energy -1426.33288 Ha, M 239.32 g/mol. Number 3: total energy -919.63681 Ha, M 203.27 g/mol. Number 4: total energy -1689.63653 Ha, M 209.11 g/mol. Number 5: total energy -766.21202 Ha, M 160.15 g/mol. Number 6: total energy -690.95297 Ha, M 144.15 g/mol.